Density functional theory data (ωB97M-V/def2-TZVPD) for 3 unconnected molecules or ions with the total composition C4H13NO2.

XYZ file:
```
20
Properties=species:S:1:pos:R:3:forces:R:3
C 1.593 1.518 1.124 2.60 1.33 0.15
C 0.842 0.271 1.174 -0.25 -1.88 0.29
C 0.533 -0.529 0.153 -0.42 -0.29 -0.49
N -0.422 -1.613 0.220 1.42 0.87 -0.35
C -1.684 -1.203 -0.371 -1.72 -0.39 -0.17
H 2.700 1.390 1.095 -0.40 -0.48 -0.64
H 1.340 2.172 0.289 -0.12 -0.16 0.03
H 1.649 2.136 2.024 -1.18 -0.15 0.19
H 0.659 -0.237 2.127 -0.55 0.83 0.22
H 0.968 -0.452 -0.846 -0.45 0.61 0.05
H -0.597 -1.808 1.197 -0.20 -0.07 0.05
H -1.778 -0.837 -1.394 1.45 -0.18 -0.34
H -2.300 -2.119 -0.437 -0.20 0.61 0.55
H -2.169 -0.348 0.140 -0.02 -0.64 0.46
H -0.101 5.488 -4.861 -0.48 -0.60 0.26
H 0.082 4.002 -5.085 -0.32 0.08 0.21
O -0.523 4.628 -4.657 0.80 0.52 -0.46
H -0.289 -4.873 2.309 0.20 0.72 -0.02
H -0.077 -3.364 2.789 0.39 0.06 -0.59
O -0.425 -4.221 3.009 -0.55 -0.80 0.61
```
Positions in Å, forces in eV/Å.

Output
**2S+1**: 1
**HOMO energy**: -8.478 eV
**SMILES**: C/C=C/NC.O.O
**Calculated total energy**: -9942.0325 eV


Density functional theory data (ωB97M-V/def2-TZVPD) for 3 unconnected molecules or ions with the total composition C4H13NO2.

XYZ file:
```
20
Properties=species:S:1:pos:R:3:forces:R:3
C -0.804 -2.039 -1.299 -0.27 0.72 -0.04
C -1.204 -0.773 -0.537 1.02 -1.75 -0.81
C -0.409 0.278 -0.482 -0.58 1.00 1.35
N -0.645 1.325 0.449 0.27 -0.39 -0.65
C 0.444 1.428 1.401 -0.40 1.67 0.70
H -1.257 -2.192 -2.280 -0.10 0.22 0.03
H 0.280 -2.085 -1.414 -0.04 -0.05 -0.04
H -1.129 -2.854 -0.677 0.07 -0.62 0.13
H -1.966 -0.967 0.210 -0.25 0.63 -0.12
H 0.529 0.448 -0.999 -0.10 -0.47 -0.38
H -1.584 1.297 0.809 0.12 -0.20 0.45
H 1.231 1.980 0.895 0.56 -0.38 0.05
H 0.150 2.099 2.209 -0.22 0.23 -0.02
H 0.806 0.561 1.952 -0.04 -0.63 -0.61
H 5.724 -2.719 -1.738 -0.07 -0.41 -0.78
H 5.923 -1.349 -1.122 0.01 0.04 -0.01
O 5.807 -2.278 -0.906 0.06 0.37 0.79
H -3.766 3.387 1.179 0.32 0.00 -0.08
H -3.797 1.835 1.110 0.21 0.04 -0.08
O -4.333 2.618 1.238 -0.56 -0.04 0.15
```
Positions in Å, forces in eV/Å.

Output
**2S+1**: 1
**HOMO energy**: -8.372 eV
**SMILES**: C/C=C/NC.O.O
**Calculated total energy**: -9942.4657 eV


Density functional theory data (ωB97M-V/def2-TZVPD) for 4 unconnected molecules or ions with the total composition C4H13NO2.

XYZ file:
```
20
Properties=species:S:1:pos:R:3:forces:R:3
N 2.768 -2.156 -0.788 -3.35 2.18 -1.63
C 0.392 -1.844 -0.010 -3.81 3.01 1.72
C -0.879 1.286 1.945 0.65 0.12 -0.56
C -0.625 -0.090 1.405 -1.49 0.28 0.85
C 0.322 -0.490 0.524 1.18 -0.21 -1.07
H 1.530 -1.954 -0.193 4.46 -0.85 -1.26
H 2.899 -3.095 -0.958 0.01 -2.83 0.00
H 0.026 -2.509 0.746 -0.17 -0.93 -0.16
H -0.063 -1.872 -1.003 0.97 -0.51 -0.33
H -1.891 1.598 1.689 -0.07 -0.09 -0.26
H -0.862 1.383 3.044 0.28 -0.57 -0.20
H -0.166 2.002 1.501 -0.37 -0.28 0.12
H -1.441 -0.815 1.511 0.26 0.07 0.66
H 0.922 0.308 0.067 -0.26 0.00 -0.11
H -2.425 1.177 -2.358 0.22 0.04 0.20
H -1.204 1.413 -1.350 0.85 0.66 0.38
O -1.941 0.811 -1.610 -1.41 -1.19 -0.52
H 3.551 -1.773 -0.363 1.43 0.97 1.99
H 0.170 2.823 -1.328 0.07 -0.06 0.09
O -0.020 2.094 -0.725 0.54 0.21 0.10
```
Positions in Å, forces in eV/Å.

Output
**2S+1**: 1
**HOMO energy**: -7.773 eV
**Calculated total energy**: -9935.5717 eV


Density functional theory data (ωB97M-V/def2-TZVPD) for 2 unconnected molecules or ions with the total composition C4H13NO2.

XYZ file:
```
20
Properties=species:S:1:pos:R:3:forces:R:3
C -0.257 -1.123 -1.863 -1.29 0.53 0.27
C -0.220 -0.939 -0.349 0.22 -0.02 0.52
C -0.233 0.535 0.139 -0.40 -0.60 -0.05
C 0.401 1.612 -0.714 -1.48 1.40 -0.25
O -0.673 2.586 -0.960 -0.25 -0.19 -0.46
N -1.431 -1.606 0.126 -1.06 -0.19 0.02
H -0.663 -2.115 -2.037 0.70 -0.34 -0.27
H 0.630 -0.853 -2.407 0.52 -0.30 -0.12
H -1.063 -0.493 -2.266 0.11 0.24 0.08
H 0.620 -1.497 0.081 0.07 0.13 -0.18
H -1.302 0.763 0.098 0.12 0.33 0.10
H 0.024 0.551 1.195 0.28 0.22 0.08
H 1.128 2.290 -0.285 0.95 -0.88 0.32
H 0.667 1.206 -1.677 0.65 -0.09 -0.20
H -0.549 3.002 -1.825 0.11 -0.13 0.30
H -2.216 -1.011 -0.134 -0.04 -0.25 -0.20
H -1.589 -1.752 1.119 0.81 0.16 0.03
H 2.686 -1.156 2.425 -0.07 -0.03 -0.06
H 1.235 -1.150 2.937 0.03 -0.04 -0.09
O 2.144 -0.975 3.198 0.04 0.07 0.14
```
Positions in Å, forces in eV/Å.

Output
**2S+1**: 1
**HOMO energy**: -9.392 eV
**SMILES**: C[C@H](N)CCO.O
**Calculated total energy**: -9942.9455 eV


Density functional theory data (ωB97M-V/def2-TZVPD) for 2 unconnected molecules or ions with the total composition C4H13NO2.

XYZ file:
```
20
Properties=species:S:1:pos:R:3:forces:R:3
C 1.222 1.201 1.045 -1.78 0.33 -1.91
N 0.163 0.295 0.428 0.32 -0.93 2.32
C -0.795 -0.014 1.531 -0.88 -0.82 -1.19
C 0.684 -0.968 -0.113 1.49 0.27 0.30
C 0.510 -1.103 -1.631 -0.90 -1.42 0.31
O -0.246 -2.336 -1.777 0.22 -0.23 0.04
H 1.061 2.120 0.472 0.75 0.18 0.28
H 0.959 1.439 2.069 0.35 -0.21 0.20
H 2.219 0.806 0.905 0.22 -0.02 0.15
H -0.378 -0.005 2.538 0.02 0.55 0.03
H -1.181 -1.035 1.433 0.13 0.02 -0.24
H -1.702 0.577 1.389 0.26 0.47 0.66
H 0.281 -1.858 0.369 -0.80 0.14 -0.29
H 1.733 -1.116 0.231 -0.10 0.45 -0.77
H 1.455 -1.183 -2.159 0.14 0.14 -0.14
H -0.133 -0.336 -2.054 0.37 0.58 0.17
H -0.344 -2.624 -2.691 0.21 0.36 0.01
H -1.281 1.704 -1.128 -0.15 0.01 0.50
H -2.478 2.017 -0.182 0.37 -0.02 -0.30
O -1.748 2.420 -0.673 -0.24 0.14 -0.13
```
Positions in Å, forces in eV/Å.

Output
**2S+1**: 1
**HOMO energy**: -8.882 eV
**SMILES**: CN(C)CCO.O
**Calculated total energy**: -9942.1872 eV


Density functional theory data (ωB97M-V/def2-TZVPD) for 3 unconnected molecules or ions with the total composition C4H13NO2.

XYZ file:
```
20
Properties=species:S:1:pos:R:3:forces:R:3
C -0.884 3.163 -1.560 -3.00 -1.27 -1.01
C 0.595 2.773 -1.489 0.08 -0.62 1.07
C 1.584 3.659 -1.682 -4.72 2.48 -0.69
C 0.203 0.665 -0.122 -1.79 1.54 -0.64
N 0.886 1.423 -1.172 2.77 -0.87 -0.98
H -1.312 3.981 -0.924 1.22 -0.46 -0.34
H -1.604 2.272 -1.270 1.65 1.48 -0.62
H -1.280 3.415 -2.626 1.15 -0.40 1.61
H 1.073 4.672 -1.910 1.78 -1.40 0.17
H 2.582 3.564 -1.458 2.05 -0.34 0.21
H -0.444 1.550 0.131 -0.25 -1.96 1.34
H 0.831 0.316 0.687 0.33 0.48 0.22
H -0.402 -0.250 -0.420 0.62 1.26 -0.22
H 1.936 1.290 -1.182 -1.91 0.09 -0.11
H -1.214 -5.707 3.726 1.34 -1.92 -0.32
H 0.294 -6.005 3.718 -0.39 -0.53 0.10
O -0.554 -6.482 3.643 -0.88 2.37 0.31
H -1.228 -5.119 0.709 0.64 0.91 1.25
H -0.074 -4.736 1.798 -2.81 0.57 -1.48
O -0.989 -4.445 1.403 2.11 -1.40 0.15
```
Positions in Å, forces in eV/Å.

Output
**2S+1**: 1
**HOMO energy**: -7.872 eV
**SMILES**: C=C(C)NC.O.O
**Calculated total energy**: -9941.4949 eV


Density functional theory data (ωB97M-V/def2-TZVPD) for 3 unconnected molecules or ions with the total composition C4H13NO2.

XYZ file:
```
20
Properties=species:S:1:pos:R:3:forces:R:3
C -2.097 0.908 0.523 -2.19 1.80 -2.33
N -1.882 2.257 -0.029 -0.91 -0.65 -0.31
C -1.180 2.117 -1.336 -0.30 1.90 1.53
C -1.398 0.626 -1.771 2.54 -0.06 -0.40
C -2.354 0.019 -0.701 2.62 0.44 -0.15
H -3.016 0.901 1.090 0.34 -0.15 1.08
H -1.190 0.619 0.899 1.90 -1.39 2.13
H -1.830 3.107 0.554 0.31 -1.23 -0.68
H -0.114 2.477 -1.152 -0.97 -0.77 -0.97
H -1.752 2.868 -1.948 1.13 -0.87 -0.29
H -1.778 0.705 -2.837 0.38 -0.82 1.32
H -0.352 0.043 -1.739 -2.24 1.36 -0.36
H -2.153 -1.034 -0.446 -0.12 0.38 -0.39
H -3.276 0.144 -1.147 -2.49 0.06 -0.17
H 5.903 0.913 3.100 -0.31 -0.37 0.23
H 6.096 0.210 4.476 -1.76 -2.50 1.97
O 6.430 0.812 3.893 2.07 2.87 -2.20
H 1.854 -5.119 -0.502 0.76 -1.28 1.10
H 1.895 -6.606 -0.844 1.00 1.40 2.31
O 2.196 -5.968 -0.083 -1.76 -0.12 -3.42
```
Positions in Å, forces in eV/Å.

Output
**2S+1**: 1
**HOMO energy**: -8.021 eV
**SMILES**: C1CCNC1.O.O
**Calculated total energy**: -9942.0379 eV


Density functional theory data (ωB97M-V/def2-TZVPD) for 4 unconnected molecules or ions with the total composition C4H13NO2.

XYZ file:
```
20
Properties=species:S:1:pos:R:3:forces:R:3
C 2.140 -1.007 -1.209 -0.75 -0.63 1.28
C 1.608 -1.749 -0.177 -0.18 -0.52 0.21
C 1.821 -1.589 1.182 0.85 0.72 -0.30
N -1.052 1.783 1.281 0.94 0.30 0.18
C -0.012 1.260 0.462 0.08 0.15 -0.43
O -1.673 -0.951 -0.737 -0.64 -0.04 -0.10
H 0.917 1.831 0.495 0.10 0.24 0.38
H 1.764 -1.255 -2.190 0.44 0.33 -0.28
H 2.857 -0.230 -0.979 -0.04 0.14 -0.39
H 0.937 -2.573 -0.361 -0.24 0.10 -0.66
H -1.960 1.825 0.764 0.16 -0.16 -0.31
H 2.506 -0.850 1.585 -0.12 0.19 -0.14
H 1.473 -2.316 1.904 -0.43 0.13 -0.12
H -0.734 2.678 1.631 -0.54 0.02 0.21
H -0.332 1.272 -0.594 -0.07 -0.47 -0.04
H 0.276 0.214 0.673 -0.30 -0.35 0.39
H -2.383 -1.565 -0.988 0.39 0.30 0.14
H -3.430 1.747 -1.189 0.28 -0.16 0.15
H -2.146 -0.026 -0.751 0.30 -0.21 -0.15
O -2.579 1.501 -0.802 -0.23 -0.08 -0.02
```
Positions in Å, forces in eV/Å.

Output
**2S+1**: 1
**HOMO energy**: -7.226 eV
**Calculated total energy**: -9937.5633 eV


LUMO level values, unit eV, following the record order: 0.85 0.74 -4.10 0.72 0.85 0.53 0.68 -3.75.
Gap between HOMO and LUMO values, unit eV, following the record order: 9.33 9.12 3.67 10.11 9.73 8.40 8.70 3.48.
ΔE to the lowest compared entry with this formula, charge and spin values, unit kcal per mole, following the record order: 49.9 39.9 198.9 28.9 46.3 62.3 49.8 153.0.